DFT (ωB97M-V with the def2-TZVPD basis set) results for a structure of composition C15H11FeNO6 in a non-equilibrium geometry.

Values from the calculation:
ΔE to the lowest compared entry with this formula, charge and spin ... 27.8 kcal/mol
Max |F| ... 0.0678 Eh/bohr
Net charge ... -2
Lowest unoccupied orbital energy (spin up / spin down) ... 4.232 / 3.600 eV
Multiplicity ... 5
Total energy ... -2347.8045 hartree

XYZ file:
```
34
Properties=species:S:1:pos:R:3:forces:R:3:mulliken_spin:R:1
C 5.1022 1.0544 -2.9897 2.3 0.2 -0.3 -0.095
C 1.9504 0.2308 -1.9149 -1.9 0.9 -1.9 0.251
H 1.2868 2.3030 1.3251 0.2 0.0 -1.2 0.013
C -2.1350 -2.0402 0.7132 0.0 0.8 0.1 0.128
O 6.1749 0.8760 -3.4021 -1.0 0.0 -0.5 -0.012
C 2.0076 2.3665 -0.8015 -2.6 0.7 0.2 0.236
H 2.0773 -0.3831 -2.8381 -0.5 0.5 0.6 -0.013
C 1.9563 1.6817 -2.0975 -0.1 -1.1 0.8 -0.092
H -1.2246 -2.4396 0.2748 -0.1 0.0 -0.2 0.027
C -4.4404 -0.9245 1.9274 -0.8 0.3 0.4 -0.063
O -5.3845 0.8513 3.0396 -0.1 1.4 0.8 0.226
H -3.3733 -3.7876 0.3009 0.0 0.5 0.2 -0.006
C 0.6979 0.5263 0.3444 2.3 -1.6 -0.2 0.218
C -3.2549 -0.1971 1.9117 1.1 -0.4 -0.8 0.206
H 2.2034 3.4456 -0.7756 0.0 -0.3 0.0 0.020
C 0.9303 -0.3505 -0.9153 0.1 -0.1 0.2 0.005
C 4.1937 -0.4153 -1.2332 -0.6 -2.9 1.3 -0.023
C -4.4837 -2.2108 1.3206 -0.4 -0.5 -0.1 0.105
O -1.2017 0.2096 0.9057 0.0 1.3 -0.3 0.152
C -3.3364 -2.7752 0.7350 -0.2 0.9 0.7 -0.059
H -3.2052 0.8038 2.3122 -0.1 0.0 0.0 0.033
H 1.1649 -1.3975 -0.6482 0.2 0.4 0.2 0.005
H 0.6830 -0.0119 1.3073 0.4 0.6 -0.8 -0.015
O 5.4788 1.9956 0.6613 -1.3 -0.5 -1.8 0.013
C 4.8544 1.8035 -0.3071 2.2 1.2 2.4 0.033
C -2.1084 -0.6672 1.1814 -1.7 -1.3 0.0 -0.107
Fe 3.8916 1.2343 -1.7267 -0.6 1.1 0.1 2.043
H 1.7521 2.2470 -3.0426 0.8 -0.8 0.8 -0.004
C 1.2981 1.8120 0.3185 0.2 -0.3 0.7 0.232
H -5.4403 -2.7396 1.3184 0.3 0.1 0.0 0.020
O 4.1879 -1.4983 -0.8154 0.4 0.7 -0.4 -0.026
H -0.0133 -0.4808 -1.4829 0.2 0.3 0.3 0.028
N -5.5859 -0.2847 2.5413 2.9 -1.2 -1.3 0.284
O -6.7041 -0.8379 2.5518 -1.8 -1.2 -0.1 0.234
```
Positions in Å, forces in eV/Å.

DFT (ωB97M-V with the def2-TZVPD basis set) results for a structure of composition C15H12As2BrCuF36O3 in a non-equilibrium geometry.

Values from the calculation:
ΔE to the lowest compared entry with this formula, charge and spin ... 27.3 kcal/mol
Max |F| ... 0.0640 Eh/bohr
Net charge ... -2
Lowest unoccupied orbital energy ... -0.214 eV
Total energy ... -13085.9042 hartree

XYZ file:
```
70
Properties=species:S:1:pos:R:3:forces:R:3:lowdin_charge:R:1
O -2.8331 -1.4329 7.8458 -0.5 -0.6 1.6 -0.001
F -7.1814 -0.0433 -9.1798 1.2 0.1 0.4 -0.303
F -1.9045 -4.0735 -5.4355 -0.6 0.8 -1.1 0.088
C -1.0212 -3.8775 -4.4420 -1.3 -2.0 -0.3 -0.290
As -8.4204 5.8910 -0.9831 0.8 0.1 -1.8 0.909
F 2.5584 -0.2114 -5.9081 2.2 -1.3 0.2 0.191
F -6.2628 2.2432 -9.1713 1.3 -1.2 -0.3 -0.310
C -3.9796 -0.8138 7.2237 -0.1 -1.9 0.3 -0.061
C 6.3797 1.5447 0.6202 1.5 -1.3 -2.6 -0.352
F -7.4390 7.2715 -1.5869 -0.9 -1.1 0.7 -0.312
F 10.2416 -2.2195 5.2587 -0.9 0.3 0.3 0.086
O 8.3504 0.5400 1.5645 -1.9 -0.8 0.2 0.020
H -4.4628 -1.6038 6.6488 0.2 0.2 -0.7 0.142
H 0.2404 0.0656 -8.1611 -0.2 0.0 -0.1 0.181
F -9.0698 5.6567 -2.6673 0.5 0.5 1.7 -0.327
H -1.5349 -4.3427 -3.6007 0.2 1.1 0.9 0.171
F -1.0917 -3.2690 8.0937 -0.2 -0.7 -0.5 0.119
F -4.6289 1.6367 -7.3250 -0.6 -1.0 -0.9 -0.320
C -0.5979 -2.3986 -4.3651 2.3 0.2 -1.2 -0.475
H 10.1845 -0.1538 1.8535 0.2 -0.4 -1.2 0.142
As -5.8687 0.7457 -8.2750 -1.4 2.0 0.2 0.856
F 6.9470 -0.7377 0.3225 -0.2 -0.2 0.4 0.152
F -3.0998 1.3538 7.1528 0.7 -0.4 -0.5 0.111
C -3.1275 -2.3843 8.8758 0.9 1.9 -2.3 -0.559
C -2.3261 -0.1786 5.4039 1.2 1.4 1.6 -0.358
F -7.0321 4.8316 -1.5031 -1.5 0.7 1.1 -0.330
C -3.4980 0.3206 6.3470 0.2 -0.8 1.0 -0.434
F -1.5766 -1.6080 -4.0210 -2.1 0.6 0.2 0.170
F 1.5577 -1.4144 -8.1439 0.4 0.0 0.1 0.094
F -7.1190 1.4446 -7.1841 1.0 -1.2 -0.1 -0.316
H 11.3681 -1.4663 3.9182 0.0 0.5 -0.5 0.163
F 5.1593 1.4008 0.0599 -0.2 -0.9 0.4 0.104
F -4.5931 0.1271 -9.4257 -1.5 0.8 1.2 -0.325
F -9.7277 7.0329 -0.5924 0.8 -0.9 -0.1 -0.306
F -0.0448 -4.7916 -4.7118 1.2 0.9 0.0 0.070
F 10.2485 -2.9070 3.2236 -0.8 -0.3 -0.9 0.103
F 9.5120 0.4700 4.3455 0.3 -1.3 -1.3 0.110
C 10.3349 -1.8090 3.9747 1.3 1.3 0.8 -0.318
F 2.0406 0.6691 -8.6152 1.6 1.0 -0.9 0.158
F -3.9563 -3.2999 8.4535 -1.1 -1.5 -0.9 0.191
F 8.0573 -1.1169 3.8939 -0.4 -0.3 1.4 0.094
H -4.7872 -0.5505 7.9066 0.5 0.8 0.4 0.149
H 7.0752 1.7432 -0.1953 0.1 0.3 -0.3 0.164
C 1.4181 0.1722 -6.3929 -2.3 -1.0 2.1 -0.535
F -9.4696 4.5039 -0.5366 1.3 1.2 0.2 -0.311
C -1.7770 -3.0069 9.2077 1.5 0.7 1.8 -0.293
F 6.3272 2.5693 1.4061 0.1 1.3 2.0 0.161
F -1.8584 -4.1162 10.0001 -0.7 -0.1 -0.7 0.082
Cu -2.0244 2.9130 -2.9116 -0.2 0.6 0.0 0.763
C 6.9822 0.2359 1.2492 0.7 1.9 0.3 -0.496
F -3.7507 -1.7852 9.8819 0.3 0.4 1.1 0.171
C 0.0893 -1.8416 -5.6672 -0.2 -0.3 -0.2 -0.054
F 0.2649 -2.3415 -3.3293 1.0 -0.1 0.6 0.111
C 9.1765 -0.5259 2.0366 1.7 1.7 1.0 -0.059
H 8.9449 -1.4930 1.5903 0.1 0.1 0.1 0.144
C 9.2973 -0.6661 3.5910 -1.7 -1.3 -0.5 -0.387
F -4.5864 0.7584 5.7255 -0.4 0.3 -1.2 0.150
Br -1.2161 7.7598 -2.2184 0.1 -0.5 -0.1 -0.763
F -2.0281 0.6891 4.4504 -0.3 1.5 -0.9 0.118
O 0.3618 -0.4355 -5.5787 0.9 0.4 -0.7 0.002
H 0.9878 -2.4367 -5.8301 0.1 0.1 0.0 0.139
H -0.6003 -1.9705 -6.5015 -0.1 -0.4 0.0 0.143
F -2.5621 -1.3159 4.8080 -1.5 -2.1 -0.7 0.135
F -5.6913 -0.6496 -7.2490 0.2 0.3 -0.4 -0.282
F 6.2607 -0.0773 2.3216 0.1 -0.8 0.1 0.169
H -1.3923 -0.3317 5.9448 -0.2 0.2 0.8 0.167
F -7.6976 6.0970 0.6771 -1.0 -0.5 -1.8 -0.322
F 1.3392 1.4583 -6.0682 -0.6 0.6 -0.8 0.168
H -1.1513 -2.3409 9.8018 -0.3 0.6 -0.1 0.171
C 1.2849 -0.1072 -7.9018 -2.5 -0.5 1.2 -0.332
```
Positions in Å, forces in eV/Å.

DFT (ωB97M-V with the def2-TZVPD basis set) results for a structure of composition C15H12ClMoNO2 in a non-equilibrium geometry.

Values from the calculation:
Max |F| ... 0.1152 Eh/bohr
Net charge ... +2
Lowest unoccupied orbital energy (spin up / spin down) ... -8.541 / -9.647 eV
Multiplicity ... 3
Total energy ... -1311.8176 hartree

XYZ file:
```
32
Properties=species:S:1:pos:R:3:forces:R:3:mulliken_spin:R:1
C -1.0473 -0.7341 4.8168 0.0 -0.1 -0.6 -0.005
O -1.8539 2.2986 1.0295 0.8 -1.5 -2.8 0.000
H -2.9709 0.0364 -2.2677 0.1 -0.1 0.0 0.008
H 1.0535 0.5671 -5.5614 0.0 0.1 0.1 0.004
Mo -0.1603 0.6927 -1.5592 1.5 4.6 3.4 1.986
H 0.1785 -1.0175 6.5565 0.0 0.0 -0.1 0.001
C 1.1447 0.9518 -4.5395 0.2 0.1 0.0 0.010
N 0.0638 -0.2450 0.1888 0.4 -1.7 2.8 -0.123
C -1.0681 -0.6782 3.4247 -0.3 0.3 0.1 0.021
C 1.3283 -1.1799 3.3689 0.3 0.1 0.2 0.020
C 0.0827 0.3234 -3.6924 -0.8 -0.6 -0.8 0.006
C 0.1625 -0.9347 -2.9885 -0.1 -0.4 -0.6 -0.030
H -1.3462 -2.0672 -1.7612 0.2 0.0 0.3 0.000
H -1.6619 1.6829 -3.9594 0.0 0.2 0.3 0.001
C 0.1394 -0.8134 2.7031 0.2 -0.4 0.3 0.012
C 0.1638 -0.9878 5.4724 0.0 0.0 -0.1 0.019
C 2.0241 1.0171 -1.0761 3.4 1.4 0.9 -0.061
Cl 0.2527 3.0618 -1.6961 -0.2 -1.0 -0.4 0.120
H 2.2163 -1.4137 2.7770 -0.2 0.2 0.3 0.000
C 1.3434 -1.2419 4.7622 -0.1 -0.1 -0.6 -0.005
C 0.1580 -0.5526 1.3160 -0.6 0.1 -0.9 0.126
H 1.0605 2.0444 -4.5675 -0.1 -0.3 0.0 -0.003
C -1.0734 -1.1923 -2.3259 -0.6 0.3 -1.2 -0.073
C -1.9501 -0.0859 -2.6053 0.0 -0.8 -1.0 -0.015
H -2.0030 -0.5317 2.8759 0.3 0.1 0.3 0.001
H 2.2719 -1.4961 5.2782 -0.4 0.1 -0.1 0.000
O 3.0608 1.3866 -0.7484 -3.5 -1.5 -1.2 0.017
H -1.9792 -0.5900 5.3693 0.4 -0.1 -0.1 0.000
C -1.5138 1.7659 0.0777 -0.7 1.4 2.3 -0.035
H 1.0341 -1.5768 -3.0237 -0.1 0.0 0.2 0.011
H 2.1451 0.7030 -4.1681 -0.2 0.0 -0.1 0.002
C -1.2559 0.8071 -3.4766 0.0 -0.5 -0.8 -0.016
```
Positions in Å, forces in eV/Å.